No. 1
Formula: C2H10O5
Source: the Open Molecules 2025 dataset
Level of theory: ωB97M-V with the def2-TZVPD basis set

The geometry in ORCA input format:
```
! RIJCOSX wB97M-V def2-TZVPD def2/J DEFGRID3
* xyz 0 1
O -0.86 -0.03 0.94
C -0.14 1.06 0.24
O 0.89 1.53 0.82
C 0.05 0.63 -1.29
H 1.75 0.65 0.65
H 1.06 0.27 -1.59
H -0.11 1.49 -1.93
H -0.59 -0.30 -1.36
H -0.28 -0.83 0.75
H -0.09 -2.22 0.25
O 0.82 -2.00 0.50
H -2.36 0.12 -0.24
H -3.48 0.73 0.53
O -3.37 0.39 -0.35
H 1.22 -1.14 0.21
H 2.97 -0.13 1.38
O 2.54 -0.23 0.50
*
```

Calculated values
Highest occupied orbital energy   -11.2 eV
HOMO-LUMO gap   9.183 eV
E_LUMO   -2.03 eV
Calculated total energy   -458.26830 a.u.

No. 2
Formula: C2H10OSi3
Source: the Open Molecules 2025 dataset
Level of theory: ωB97M-V with the def2-TZVPD basis set

The geometry in ORCA input format:
```
! RIJCOSX wB97M-V def2-TZVPD def2/J DEFGRID3
* xyz 0 1
C -1.63 0.33 1.93
C -0.37 -0.49 1.56
O 0.57 -0.55 2.28
Si -0.29 -1.65 0.02
Si 0.62 -0.47 -1.70
Si 1.43 1.75 -1.52
H -1.43 1.37 2.36
H -1.97 -0.19 2.86
H -2.26 0.40 1.07
H -1.75 -2.35 0.01
H 0.70 -2.83 0.35
H 1.83 -1.25 -1.53
H 0.25 -0.95 -3.03
H 0.09 2.36 -1.19
H 1.81 2.25 -2.99
H 2.41 2.28 -0.49
*
```

Calculated values
Highest occupied orbital energy   -8.9 eV
HOMO-LUMO gap   8.994 eV
SMILES   CC(=O)[SiH2][SiH2][SiH3]
E_LUMO   0.09 eV
Calculated total energy   -1025.79819 a.u.

No. 3
Formula: C2H11AsOPS
Source: the Open Molecules 2025 dataset
Level of theory: ωB97M-V with the def2-TZVPD basis set

The geometry in ORCA input format:
```
! RIJCOSX wB97M-V def2-TZVPD def2/J DEFGRID3
* xyz -1 1
O 2.48 -0.53 0.73
C 2.01 0.73 0.21
C 0.69 0.66 -0.54
As -0.49 -1.05 -0.41
P -2.45 0.35 0.60
S -3.82 -0.60 1.70
H 3.07 -0.92 0.09
H 2.79 1.15 -0.43
H 1.95 1.38 1.09
H 0.83 0.73 -1.62
H 0.05 1.49 -0.25
H -0.14 -1.25 1.10
H -1.58 -2.17 -0.35
H -1.01 -0.62 -1.88
H 0.64 -1.97 -0.98
H -3.09 1.15 -0.38
H -1.93 1.45 1.32
*
```

Calculated values
Highest occupied orbital energy   -3.3 eV
HOMO-LUMO gap   6.666 eV
E_LUMO   3.37 eV
Calculated total energy   -3133.22467 a.u.